Record 1
The following is a quantum chemistry calculation of C12H16N4O4Pb as an isolated structure, from OMol25.

## Properties
HOMO level (alpha / beta) ... -14.12 / -13.86 eV
Orbital gap (alpha / beta) ... 4.99 / 4.64 eV
DFT total energy ... -32070.2374 eV
Total charge ... +2

XYZ file:
```
37
Properties=species:S:1:pos:R:3:mulliken_charge:R:1
Pb 1.0366 0.4932 -1.5054 2.75
O 2.7720 -2.2280 -1.6244 -0.21
C 2.1590 -1.2315 -1.6059 -0.18
C -0.1852 2.1572 -1.2563 -0.08
O -0.9112 3.0566 -1.0454 -0.19
C -0.3497 -0.3273 -2.7945 -0.10
O -1.1596 -0.8100 -3.4798 -0.14
C 2.4575 1.3526 -0.2811 -0.08
O 3.2345 1.8201 0.4513 -0.13
C 2.5046 0.8607 -3.3921 -0.65
H 3.4936 0.8265 -2.9235 0.44
H 2.2075 0.0570 -4.0741 0.44
C 1.6933 2.0258 -3.2646 -0.61
H 0.7708 2.1186 -3.8480 0.42
H 2.0575 2.8887 -2.6967 0.43
C 0.3472 -1.4095 0.7451 -0.81
N -0.3063 -0.1064 0.4145 0.10
C -0.1167 0.9307 1.4716 -0.67
N -0.8678 0.3982 2.6454 0.00
C -0.2881 -0.9180 3.0432 -0.80
N -0.3961 -1.9072 1.9293 0.05
C -1.8395 -2.0778 1.5704 -0.82
N -2.4412 -0.7746 1.1469 0.01
C -1.7166 -0.2645 -0.0553 -0.70
C -2.2997 0.2032 2.2643 -0.69
H 1.3768 -1.2597 1.0086 0.38
H 0.2356 -2.1100 -0.0571 0.42
H -0.5335 1.8763 1.1957 0.30
H 0.9189 1.0319 1.7356 0.38
H -0.8217 -1.2924 3.9014 0.33
H 0.7534 -0.7873 3.2987 0.35
H -1.9196 -2.7896 0.7628 0.34
H -2.3731 -2.4509 2.4294 0.33
H -2.1399 0.6666 -0.3645 0.26
H -1.7902 -1.0017 -0.8323 0.44
H -2.8393 -0.1689 3.1229 0.35
H -2.7239 1.1517 1.9638 0.35
```

Record 2
The following is a quantum chemistry calculation of a 2-piece molecular cluster, C2H8N overall, from OMol25.

## Properties
HOMO level ... -16.66 eV
Orbital gap ... 6.74 eV
DFT total energy ... -3681.6091 eV
Total charge ... +1

XYZ file:
```
11
Properties=species:S:1:pos:R:3:nbo_charge:R:1
C 2.0953 0.5725 -0.0466 -0.84
N -0.7701 -0.8377 -0.1792 0.09
C -1.8674 -0.2714 0.3079 -0.56
H 1.8699 0.3370 -1.0834 0.20
H 2.5556 1.5552 0.0259 0.24
H 1.1516 0.6362 0.4943 0.18
H -0.9735 -1.3168 -1.0836 0.37
H 2.7313 -0.1765 0.4136 0.23
H -1.7280 0.2790 1.2301 0.28
H -2.3957 0.2773 -0.5262 0.38
H -2.6692 -1.0547 0.4473 0.42
```

Record 3
The following is a quantum chemistry calculation of a 3-piece molecular cluster, C5H10NO5P overall, from OMol25.

## Properties
HOMO level ... -0.30 eV
Orbital gap ... 6.17 eV
DFT total energy ... -26363.4467 eV
Total charge ... -2

XYZ file:
```
22
Properties=species:S:1:pos:R:3:nbo_charge:R:1
C -3.3480 0.8546 -0.5018 0.72
C -1.2712 -2.1812 -0.2820 -0.70
C -0.6316 -0.1704 1.1194 -0.69
C -2.2518 0.4041 -1.2041 -0.07
C -0.7484 -0.7949 -0.2256 -0.15
N 2.8023 2.8704 -0.8499 -1.14
O -3.6384 -0.2026 -1.2937 -0.55
O 0.4268 -1.1934 -2.6523 -1.24
O 0.7591 1.0775 -1.5053 -1.27
O -3.9488 1.5118 0.3064 -0.64
O 1.8365 -1.0286 -0.5055 -1.25
P 0.7288 -0.4409 -1.3773 2.38
H -2.2023 -2.3157 0.2843 0.16
H -0.5032 -2.8376 0.1348 0.22
H -1.4168 -2.4594 -1.3235 0.25
H -1.5428 -0.2616 1.7233 0.16
H -0.3673 0.8781 0.9975 0.24
H 0.1911 -0.6636 1.6407 0.23
H -1.7929 0.7535 -2.1029 0.24
H 3.6118 2.3146 -1.1205 0.33
H 2.0043 2.2853 -1.1844 0.44
H 2.7408 2.7659 0.1616 0.33
```

Record 4
The following is a quantum chemistry calculation of one molecule with the formula C5H10O2, from OMol25.

## Properties
HOMO level ... -9.75 eV
Orbital gap ... 10.68 eV
DFT total energy ... -9440.8990 eV

XYZ file:
```
17
Properties=species:S:1:pos:R:3:nbo_charge:R:1
C 2.1779 0.0128 0.4720 -0.62
C 1.0570 0.3324 -0.5055 0.08
O 1.0397 -0.7216 -1.4495 -0.71
C -0.2479 0.5060 0.2626 0.09
C -1.6106 0.3744 -0.4461 -0.46
C -1.8838 -0.6964 0.6183 -0.05
O -0.5451 -0.6096 1.1188 -0.53
H 3.1074 -0.1747 -0.0720 0.22
H 2.3375 0.8306 1.1826 0.21
H 1.9057 -0.8905 1.0253 0.23
H 1.2536 1.2923 -1.0171 0.16
H 0.1415 -0.8422 -1.7767 0.46
H -0.1676 1.4356 0.8465 0.18
H -2.2474 1.2607 -0.4210 0.22
H -1.5799 -0.0004 -1.4748 0.19
H -2.1170 -1.7053 0.2597 0.18
H -2.6211 -0.4042 1.3768 0.17
```

Record 5
The following is a quantum chemistry calculation of C24H29MnN6S2 as an isolated structure, from OMol25.

## Properties
HOMO level (alpha / beta) ... -9.19 / -9.19 eV
Orbital gap (alpha / beta) ... 6.66 / 6.66 eV
DFT total energy ... -87286.4220 eV
2S+1 ... 2
Total charge ... +1

XYZ file:
```
62
Properties=species:S:1:pos:R:3:mulliken_spin:R:1
Mn -0.2037 0.3332 0.2320 0.99
C 1.6416 -2.0289 0.2838 0.00
C 2.1243 -1.0957 1.3638 0.00
N 1.6931 0.2866 1.0850 0.03
C 1.6894 1.0756 2.3165 0.01
C 0.3880 0.8269 3.0289 0.00
C 0.1581 1.0255 4.3791 0.00
C -1.1150 0.8007 4.8821 0.00
C -2.1347 0.4111 4.0236 0.00
C -1.8392 0.2486 2.6821 -0.01
C -2.8722 -0.0054 1.6133 0.01
N -2.2400 -0.5175 0.3827 0.02
C -2.1291 -2.0029 0.3549 0.00
C -0.7567 -2.4569 0.8213 0.00
N 0.2194 -1.7367 -0.0006 -0.02
N -0.5991 0.4249 2.2123 -0.05
H 1.7808 -3.0728 0.5761 0.00
H 2.2061 -1.8571 -0.6322 0.00
H 3.2117 -1.1409 1.4588 0.00
H 1.6960 -1.3952 2.3263 0.00
H 2.2909 0.7738 0.3194 -0.01
H 1.7697 2.1311 2.0424 0.00
H 2.5406 0.8406 2.9619 0.00
H 0.9663 1.3451 5.0235 0.00
H -1.3147 0.9367 5.9368 0.00
H -3.1425 0.2492 4.3832 0.00
H -3.3323 0.9562 1.3679 0.00
H -3.6676 -0.6634 1.9700 0.00
H -2.8283 -0.2419 -0.3910 -0.01
H -2.2686 -2.3268 -0.6793 0.00
H -2.9224 -2.4611 0.9483 0.00
H -0.6571 -3.5411 0.7178 0.00
H -0.5983 -2.2064 1.8714 0.00
H 0.0363 -1.9852 -0.9705 0.00
C -2.2380 0.9014 -2.3685 0.01
C -1.0195 0.0535 -2.6419 -0.01
C -1.1444 -0.9564 -3.6259 0.00
C -0.0671 -1.7309 -3.9178 0.00
C 1.1947 -1.4122 -3.3651 0.00
C 2.3532 -2.1237 -3.7340 0.00
C 3.5701 -1.6875 -3.2854 0.00
C 3.6636 -0.5235 -2.5114 0.00
C 2.5584 0.2106 -2.1020 -0.01
S 2.7753 1.7180 -1.2475 0.00
C 1.2745 -0.3051 -2.4812 0.01
N 0.1209 0.2991 -2.0163 0.00
H -2.4016 1.5442 -3.2367 0.00
H -2.1117 1.5392 -1.5012 -0.01
H -3.1443 0.2964 -2.2771 0.00
H -2.1051 -1.1167 -4.0989 0.00
H -0.1433 -2.5596 -4.6124 0.00
H 2.2616 -2.9767 -4.3950 0.00
H 4.4744 -2.2124 -3.5663 0.00
H 4.6383 -0.1423 -2.2334 0.00
S -1.1271 4.8363 0.9051 0.00
C -0.3510 4.5754 -0.5971 0.00
C -0.0975 3.2571 -0.7661 0.01
N -0.5180 2.4540 0.2754 -0.01
C -1.0738 3.1727 1.2193 0.02
H -0.1000 5.3863 -1.2607 0.00
H 0.4336 2.8060 -1.5893 0.00
H -1.4671 2.7665 2.1401 0.00
```

Record 6
The following is a quantum chemistry calculation of one molecule with the formula C4H6O2S2, from OMol25.

## Properties
HOMO level ... -8.91 eV
Orbital gap ... 7.75 eV
DFT total energy ... -30005.0577 eV

XYZ file:
```
14
Properties=species:S:1:pos:R:3:nbo_charge:R:1
C -1.7663 -0.8116 -0.1687 0.36
C -1.6272 0.5438 0.5089 -0.16
C 0.4659 0.6723 -0.7302 -0.33
C 2.6066 -0.3466 0.3003 -0.50
H -1.0517 -1.5771 0.2216 0.13
H -2.4368 1.3245 0.2662 0.20
H -1.8890 0.2077 1.5378 0.22
H 0.1240 1.5565 -1.6061 0.27
H 0.5850 -0.5987 -1.0056 0.26
H 1.7052 -1.0379 0.7101 0.24
O -2.9129 -1.1675 -0.4673 -0.50
O -0.3584 0.9235 0.6865 -0.54
S 2.2360 1.1653 -0.2976 0.42
S 4.3195 -0.8542 0.0440 -0.06
```